{
  "formula": "C34H54O27",
  "method": "wB97M-V/def2-TZVPD",
  "de_lowest_kj_mol": 0.0,
  "spin_multiplicity": 2,
  "gap_ev": [8.78, 2.21],
  "mol_weight_g_mol": 894.779,
  "largest_force_ev_per_a": 6.327,
  "charge": 1,
  "elements": ["C", "C", "C", "O", "C", "O", "O", "H", "H", "H", "H", "H", "H", "C", "C", "C", "O", "C", "O", "O", "H", "H", "H", "H", "H", "H", "C", "C", "C", "O", "C", "O", "O", "H", "H", "H", "H", "H", "H", "C", "C", "C", "O", "C", "O", "O", "H", "H", "H", "H", "H", "H", "C", "C", "C", "O", "C", "O", "O", "H", "H", "H", "H", "H", "H", "C", "C", "C", "O", "C", "O", "O", "H", "H", "H", "H", "H", "H", "C", "C", "C", "O", "C", "O", "O", "H", "H", "H", "H", "H", "H", "C", "O", "C", "O", "O", "C", "H", "H", "H", "H", "H", "H", "C", "O", "C", "O", "O", "C", "H", "H", "H", "H", "H", "H"],
  "xyz": [[5.6071, 11.7470, 18.6822], [6.4911, 11.3283, 19.8088], [5.9115, 11.7812, 21.1419], [6.0203, 10.6968, 22.0206], [6.3690, 9.6066, 21.3643], [6.5435, 8.5244, 21.8629], [6.4386, 9.8774, 20.0204], [5.8343, 11.4353, 17.6628], [5.4542, 12.8256, 18.6477], [4.6383, 11.2490, 18.7213], [7.5435, 11.5325, 19.6118], [4.8532, 12.0404, 21.1718], [6.5454, 12.5912, 21.5026], [5.0234, 14.9124, 11.5727], [3.9592, 14.1859, 10.7280], [2.5554, 14.7166, 10.7438], [2.1520, 14.2775, 9.4258], [3.1562, 14.1954, 8.6244], [3.1276, 13.9991, 7.4241], [4.2647, 14.4588, 9.3150], [4.9270, 14.6100, 12.6154], [4.8595, 15.9892, 11.5303], [5.9768, 14.6391, 11.1206], [3.9790, 13.1298, 10.9969], [2.4615, 15.8026, 10.7447], [1.9051, 14.1785, 11.4335], [3.2270, 7.7479, 14.7202], [2.6477, 7.3095, 13.4035], [2.4160, 5.7761, 13.4072], [1.0632, 5.7018, 13.0439], [0.4611, 6.9819, 12.9976], [-0.7142, 7.2668, 12.8643], [1.3964, 7.8312, 13.3965], [4.2063, 7.2892, 14.8567], [2.5992, 7.4396, 15.5562], [3.4668, 8.8069, 14.8161], [3.1344, 7.7483, 12.5325], [2.5389, 5.3528, 14.4041], [3.0679, 5.3034, 12.6726], [9.0823, 8.4664, 16.1721], [8.8258, 9.8601, 15.4752], [9.8604, 10.4440, 14.5461], [9.1896, 10.6771, 13.3389], [7.9659, 10.2332, 13.3932], [7.0478, 10.2518, 12.5413], [7.8489, 9.5220, 14.4941], [9.9595, 8.6401, 16.7953], [9.2716, 7.7976, 15.3325], [8.1556, 8.2372, 16.6983], [8.4282, 10.4575, 16.2957], [10.6671, 9.7634, 14.2738], [10.2487, 11.3163, 15.0719], [8.6496, 14.4598, 11.7817], [8.6219, 15.3542, 13.0513], [9.5367, 16.5734, 12.9583], [8.5759, 17.6011, 12.9550], [7.3015, 17.1627, 13.1109], [6.3252, 17.8647, 13.1671], [7.3556, 15.8462, 13.0768], [9.3880, 13.6776, 11.9579], [8.9687, 15.0866, 10.9490], [7.6915, 13.9526, 11.6677], [8.6778, 14.8086, 13.9932], [10.1961, 16.5393, 12.0910], [10.0500, 16.6819, 13.9137], [10.5796, 10.7663, 18.6533], [11.0114, 11.3773, 20.0021], [11.3319, 12.8349, 19.9405], [10.5176, 13.2957, 21.0353], [9.7575, 12.3748, 21.5043], [9.0073, 12.5267, 22.4033], [9.9763, 11.1751, 20.9570], [10.9592, 11.3632, 17.8240], [9.5059, 10.6320, 18.5213], [11.0584, 9.7906, 18.7366], [11.8490, 10.8252, 20.4284], [10.9919, 13.2868, 19.0086], [12.4127, 12.9417, 20.0325], [4.7899, 11.6969, 14.6236], [5.7927, 12.8593, 14.8143], [5.4851, 13.8884, 15.8625], [6.7143, 14.0356, 16.6014], [7.5839, 13.0763, 16.2471], [8.7339, 12.9948, 16.6909], [7.0731, 12.3050, 15.2341], [4.2526, 11.6373, 15.5700], [5.1297, 10.7765, 14.1488], [4.0384, 11.9962, 13.8930], [5.8150, 13.4640, 13.9077], [4.6857, 13.4765, 16.4784], [5.1275, 14.7863, 15.3584], [0.8876, 11.9009, 12.5950], [2.1976, 11.2537, 12.4424], [2.4580, 10.4861, 11.4286], [1.6767, 10.1507, 10.5421], [3.6890, 10.0591, 11.5488], [4.3120, 9.3487, 10.4828], [0.7993, 12.8874, 12.1398], [0.7657, 12.1249, 13.6547], [0.1424, 11.3070, 12.0658], [4.1061, 9.8176, 9.5206], [4.1152, 8.2768, 10.4612], [5.3915, 9.4430, 10.6004], [0.8209, 16.7470, 14.8065], [1.4560, 15.6580, 15.5144], [2.2334, 14.7975, 14.9317], [2.6329, 14.9559, 13.7876], [2.4702, 13.6366, 15.6954], [1.9714, 13.5394, 17.0433], [0.1553, 17.2228, 15.5267], [0.2644, 16.4227, 13.9272], [1.5466, 17.5160, 14.5422], [2.1518, 12.5511, 17.4663], [0.8984, 13.7238, 17.0973], [2.3412, 14.3205, 17.7076]],
  "forces_ev_per_angstrom": [[-1.0749, -0.2776, -1.3053], [-0.7821, -1.8013, 0.2497], [0.7119, 1.3877, 0.4009], [0.4173, -0.0308, 0.8142], [0.1537, -1.8180, -0.1361], [-0.1819, 1.2827, -0.8689], [0.2929, 0.0349, -0.2644], [1.1340, -0.0266, -0.0137], [0.0694, 0.0410, 0.2499], [-0.3096, 0.1826, 0.8420], [-0.0437, 0.4836, 0.3903], [0.0641, 0.3428, -0.6664], [-0.3531, 0.1638, 0.3789], [-0.8282, -0.1086, -0.9459], [0.5017, 1.1970, 1.8243], [0.2610, -0.3554, 0.3654], [-2.3399, -0.8773, -2.4348], [0.7748, 1.8373, 6.0041], [0.0625, -0.5511, -2.4887], [0.8371, -1.2143, -2.0789], [0.0649, -0.1083, -0.2713], [0.2120, 0.0244, -0.0516], [-0.0242, 0.1771, 0.4414], [0.0913, -0.2854, -0.7353], [0.0236, -0.0982, 0.3078], [0.1404, 0.5141, -0.0103], [1.7123, 0.0972, 0.3729], [1.7156, -0.4420, 1.3287], [0.3863, 1.2166, -0.4751], [-2.1627, 0.5788, -1.1357], [-1.6314, -1.1451, 1.3024], [2.7966, -1.1892, -0.2887], [-2.7798, 2.0299, -0.7592], [0.0887, -0.3229, 0.0856], [-0.1219, 0.0003, -0.1593], [-0.4887, 0.1857, -0.2916], [0.6253, -0.5490, 0.0210], [0.1313, -0.0565, -0.0766], [-0.2384, -0.3211, 0.0837], [0.5063, 2.1353, -1.3775], [-0.3850, -3.1100, 0.4825], [1.3959, -0.3088, 1.6189], [0.4666, 2.4336, -1.6326], [-3.4156, -1.6221, -1.9704], [3.0987, 0.7243, 1.9676], [-2.3604, -0.0991, 1.0910], [-0.1705, -0.6799, 0.3223], [0.1318, -0.4210, 0.4616], [0.3872, -0.2729, 0.1882], [-0.0357, 0.7967, -0.7287], [0.1180, -0.0971, 0.4575], [0.1562, 0.4793, -0.8696], [1.0708, -0.1730, 1.5110], [1.2356, -2.3697, -1.2409], [-0.5791, -0.7543, 1.5997], [-0.4271, 2.0048, -0.4313], [0.4017, 1.5726, -0.7462], [0.9459, -1.0257, 0.1003], [-3.7458, 0.5778, 0.6531], [0.1558, -0.0594, -0.3638], [-0.3884, -0.2740, -0.2572], [0.2061, 0.1770, -0.1916], [0.8384, -0.3450, -0.1492], [-0.1511, 0.4472, 0.0751], [0.6697, 0.0001, -0.3779], [0.9478, -0.4343, 0.8102], [-0.1327, -2.0532, -1.2374], [-0.8199, -0.2356, 0.1357], [2.3650, 2.9498, -1.3617], [-0.9265, -1.7850, 1.7444], [-1.3861, 0.4458, 0.8499], [0.0505, 0.5087, -0.7281], [0.1425, -0.2319, -0.0684], [0.0209, 0.2053, 0.3530], [-0.2862, -0.2407, -0.9798], [0.2066, -0.0384, -0.3521], [-0.0711, 0.2130, 0.1525], [-0.2183, 0.7219, 0.5744], [-0.5112, 1.4569, -0.1048], [-0.1903, -1.3934, -1.0336], [-0.6644, -0.8392, 0.5452], [-0.3460, 0.0952, -0.1835], [2.3353, 0.2244, -0.2698], [-3.0994, -0.2206, -0.9915], [0.3395, 1.0915, 0.5609], [0.0306, -0.9025, -0.0143], [0.7224, 0.0213, 0.6874], [-0.1864, 0.4178, 0.1107], [1.2034, -0.7005, -0.4963], [0.2549, 0.4327, 0.5736], [0.4634, 0.3934, 0.5951], [0.3481, -0.4092, -0.5970], [-0.8291, 2.2930, 1.6237], [-2.1078, -1.8256, -2.4752], [1.0180, 0.8981, 0.9404], [1.3969, -0.0915, 0.4584], [0.8425, 0.0752, -0.7623], [0.7006, 0.0001, -0.4182], [-0.1509, -0.8216, -0.0548], [-0.1152, -0.2798, 0.7080], [-0.5039, -0.2109, 0.0249], [-0.5807, 0.1757, 0.1045], [-0.0926, 0.1679, 0.5453], [0.3706, 0.5775, 0.1259], [-0.8838, 0.1160, 1.4181], [-0.1165, -1.1417, -0.6925], [0.2669, -1.0792, 1.0494], [-0.0408, 1.9016, -1.3417], [-1.0555, 0.8750, 0.5033], [-0.0421, -0.4075, -0.0104], [0.1852, -0.2559, 0.1365], [0.1986, -0.3010, -0.2009], [0.3838, 0.0616, -0.5180], [-0.1528, -0.2766, -0.4495], [0.6826, -0.0792, -0.1870]],
  "lowdin_spin": [0.000, 0.000, 0.000, 0.000, 0.000, 0.000, 0.000, 0.000, 0.000, 0.000, 0.000, 0.000, 0.000, 0.015, 0.016, 0.009, 0.029, 0.061, 0.759, 0.100, 0.003, 0.000, 0.000, 0.003, 0.000, 0.005, 0.000, 0.000, 0.000, 0.000, 0.000, 0.000, 0.000, 0.000, 0.000, 0.000, 0.000, 0.000, 0.000, 0.000, 0.000, 0.000, 0.000, 0.000, 0.000, 0.000, 0.000, 0.000, 0.000, 0.000, 0.000, 0.000, 0.000, 0.000, 0.000, 0.000, 0.000, 0.000, 0.000, 0.000, 0.000, 0.000, 0.000, 0.000, 0.000, 0.000, 0.000, 0.000, 0.000, 0.000, 0.000, 0.000, 0.000, 0.000, 0.000, 0.000, 0.000, 0.000, 0.000, 0.000, 0.000, 0.000, 0.000, 0.000, 0.000, 0.000, 0.000, 0.000, 0.000, 0.000, 0.000, 0.001, 0.000, 0.000, 0.000, 0.000, 0.000, 0.000, 0.000, 0.000, 0.000, 0.000, 0.000, 0.000, 0.000, 0.000, 0.001, 0.000, 0.000, 0.000, 0.000, 0.000, 0.000, 0.000, 0.000]
}